{"formula": "C2H9N3O2", "method": "ωB97M-V/def2-TZVPD", "elements": ["N", "N", "O", "N", "C", "C", "O", "H", "H", "H", "H", "H", "H", "H", "H", "H"], "coordinates": [[-0.306170, -1.749664, -1.928598], [0.282434, -0.604778, -1.493990], [0.221741, 0.408362, -2.429524], [-0.740941, -0.456189, -0.067334], [-0.069043, -0.167782, 1.179290], [0.508804, 1.251265, 1.282139], [1.127393, 1.488522, 2.536709], [-1.181473, -1.619388, -2.444713], [-0.594480, -2.126973, -0.955479], [-0.531503, 0.263594, -3.032424], [-1.485486, 0.227100, -0.224108], [-0.766465, -0.313434, 2.014803], [0.744933, -0.893627, 1.280376], [-0.290968, 1.991424, 1.201274], [1.207468, 1.415806, 0.452685], [1.873756, 0.885762, 2.628895]], "forces_ev_per_a": [[-0.3, -2.3, 0.7], [-0.5, 1.1, 2.6], [-0.4, -0.2, 0.4], [0.1, 0.5, -1.0], [0.7, 0.7, -0.3], [0.0, -0.2, -0.1], [0.1, -0.1, 0.1], [-0.1, 0.4, 0.1], [0.4, 0.1, -2.3], [-0.1, -0.1, 0.2], [0.3, 0.1, -0.3], [0.0, -0.1, -0.2], [0.0, 0.0, 0.1], [0.0, -0.1, 0.0], [-0.1, 0.0, 0.0], [0.0, 0.1, 0.0]], "lowdin_charge": [-0.03, -0.19, -0.04, -0.04, -0.26, -0.27, -0.07, 0.07, 0.11, 0.09, 0.09, 0.12, 0.11, 0.12, 0.11, 0.08], "smiles": "NN(O)NCCO", "multiplicity": 1, "e_tot_ev": -10780.2510}